Entry 1:
Molecular formula: C5H9NO
Method: DFT, the ωB97M-V functional and the def2-TZVPD basis

Summary:
LUMO level ... 1.1822 eV
ΔE to the lowest compared entry with this formula, charge and spin ... 368.5 kJ/mol
Total energy ... -325.7972 hartree
HOMO ... -8.63 eV
Multiplicity ... 1

Last column: natural (NBO) charge in e.
Cartesian coordinates (Å):
C: 2.9831 -0.4294 -0.1770  -0.4118
C: 0.9755 0.2467 0.5924  0.2952
N: 2.0558 0.6940 -0.0666  -0.6352
O: -0.1337 0.7466 0.0581  -0.5160
C: -1.2432 0.0195 0.5417  0.0716
C: -2.1578 -0.5747 -0.4747  -0.4463
C: -2.5776 0.6240 0.3514  -0.4429
H: 2.9911 -0.9336 0.7924  0.2296
H: 2.5943 -1.1527 -0.9059  0.1821
H: 3.9825 -0.1108 -0.4603  0.1941
H: 1.9203 1.2833 -0.8923  0.3708
H: -0.9847 -0.5478 1.4286  0.2209
H: -1.9177 -0.3986 -1.5192  0.2227
H: -2.5928 -1.5473 -0.2626  0.2189
H: -2.5932 1.5840 -0.1539  0.2263
H: -3.3018 0.4966 1.1478  0.2200

Atomic forces in eV per Å
0.4 -0.1 -0.1
0.0 0.2 -0.4
-0.4 -0.4 0.1
0.1 0.0 0.3
-0.4 -0.1 0.2
0.0 -0.1 -0.1
-0.2 0.2 0.1
0.2 0.2 -0.2
0.3 0.1 0.0
0.1 0.1 0.0
0.0 -0.3 0.1
-0.2 0.1 -0.1
0.0 0.0 0.2
0.1 0.2 0.0
-0.1 -0.1 0.1
0.0 0.0 -0.2

Entry 2:
Molecular formula: C5H9NO
Method: DFT, the ωB97M-V functional and the def2-TZVPD basis

Summary:
LUMO level ... 1.0838 eV
ΔE to the lowest compared entry with this formula, charge and spin ... 241.0 kJ/mol
Total energy ... -325.8458 hartree
SMILES ... [H]/N=C(/C)OC1CC1
HOMO ... -10.08 eV
Multiplicity ... 1

Last column: natural (NBO) charge in e.
Cartesian coordinates (Å):
H: 0.5088 2.1410 1.1810  0.3445
N: 1.1395 1.7994 0.4515  -0.6735
C: 1.1674 0.5404 0.3770  0.5912
C: 1.9601 -0.2214 -0.6365  -0.7019
O: 0.4379 -0.3479 1.1695  -0.5350
C: -0.8964 -0.0709 0.8521  0.0712
C: -1.7682 -1.0644 0.1728  -0.4306
C: -1.2171 0.0968 -0.6069  -0.4525
H: 2.9870 -0.2825 -0.2809  0.2427
H: 1.5475 -1.2308 -0.7266  0.2249
H: 1.9506 0.2797 -1.6060  0.2373
H: -1.3472 0.6379 1.5412  0.1861
H: -1.3453 -2.0359 -0.0704  0.2279
H: -2.8217 -1.0405 0.4224  0.2208
H: -0.4729 -0.1493 -1.3661  0.2240
H: -1.8300 0.9482 -0.8741  0.2228

Atomic forces in eV per Å
0.2 -0.2 -0.1
0.1 -0.4 0.1
0.5 0.2 0.1
0.2 0.0 0.0
0.1 0.3 -0.2
-0.5 0.3 -0.2
-0.2 -0.2 0.0
-0.3 0.1 -0.2
0.1 -0.1 -0.1
0.2 0.2 0.0
0.1 0.0 0.2
-0.2 -0.1 -0.1
-0.1 0.2 0.2
0.1 -0.2 0.1
-0.1 0.1 0.4
-0.2 -0.2 0.0

Entry 3:
Molecular formula: C5H9NO
Method: DFT, the ωB97M-V functional and the def2-TZVPD basis

Summary:
LUMO level ... 0.3370 eV
ΔE to the lowest compared entry with this formula, charge and spin ... 429.5 kJ/mol
Total energy ... -325.7739 hartree
HOMO ... -8.96 eV
Multiplicity ... 1

Last column: natural (NBO) charge in e.
Cartesian coordinates (Å):
C: -0.1802 -1.6385 -0.8677  -0.6035
C: -0.1863 -0.3579 -0.0381  -0.0855
C: -1.5772 -0.0306 0.4966  -0.6038
C: 1.7529 1.1803 1.6799  0.1360
O: 2.1563 1.2116 0.4304  -0.5045
C: 1.2755 1.4172 -0.6551  0.3770
N: 0.2518 0.7395 -0.8944  -0.4118
H: -0.8491 -1.5416 -1.7284  0.2152
H: -0.5133 -2.4806 -0.2517  0.2136
H: 0.8274 -1.8604 -1.2328  0.2157
H: -1.9374 -0.8507 1.1258  0.2147
H: -1.5652 0.8850 1.0974  0.2119
H: -2.2781 0.1128 -0.3317  0.2163
H: 0.6854 1.5282 1.6685  0.0473
H: 0.4919 -0.5115 0.8183  0.1775
H: 1.6455 2.1972 -1.3169  0.1841

Atomic forces in eV per Å
0.0 -0.1 0.0
0.0 -0.1 0.1
-0.1 0.0 0.0
-0.1 0.1 -0.3
0.0 0.0 0.3
-0.5 -0.2 -0.2
0.5 0.3 0.2
0.1 0.0 0.1
0.0 0.1 -0.1
-0.1 0.0 0.0
0.0 0.1 -0.1
0.0 -0.1 -0.1
0.1 0.0 0.1
0.1 0.0 0.0
-0.1 0.0 -0.1
0.0 -0.1 0.1

Entry 4:
Molecular formula: C5H9NO
Method: DFT, the ωB97M-V functional and the def2-TZVPD basis

Summary:
LUMO level ... -2.0362 eV
ΔE to the lowest compared entry with this formula, charge and spin ... 806.9 kJ/mol
Total energy ... -325.6302 hartree
HOMO ... -7.79 eV
Multiplicity ... 1

Last column: Löwdin charge in e.
Cartesian coordinates (Å):
O: 1.2938 2.9746 0.2530  -0.0887
C: 1.5097 1.8050 0.6384  -0.5955
C: 0.8402 0.6919 -0.1414  -0.1574
C: 2.5014 1.3809 1.5122  0.0819
C: -1.9562 -1.9873 0.0698  -0.0748
C: -2.3103 -1.8274 -1.2023  -0.0895
N: -0.3131 0.3330 -0.7930  0.1795
H: 2.9655 2.1919 2.0552  0.0650
H: 0.5907 1.3054 -1.1418  0.2384
H: 2.5534 0.3271 1.7467  0.0427
H: -1.1621 -1.3763 0.4722  0.0194
H: -2.4465 -2.7566 0.6522  0.0500
H: -3.0459 -2.4493 -1.6951  0.0457
H: -1.5093 -1.4601 -1.8381  0.0285
H: -0.9642 1.0579 -0.4387  0.1267
H: 1.4530 -0.2106 -0.1492  0.1281

Atomic forces in eV per Å
-0.9 0.4 -0.1
0.3 0.9 -0.8
1.8 -4.3 2.9
-1.4 -0.4 -0.6
-0.8 -0.2 -0.5
1.5 -1.3 -0.3
0.8 3.5 0.9
0.2 -0.4 0.3
-1.2 -0.1 -1.7
0.6 0.1 0.1
0.2 -0.4 0.3
-0.2 0.5 0.6
-0.2 0.1 0.2
-0.7 1.0 -0.2
-0.6 0.2 -0.9
0.6 0.3 -0.3

Entry 5:
Molecular formula: C5H9NO
Method: DFT, the ωB97M-V functional and the def2-TZVPD basis

Summary:
LUMO level ... -0.1834 eV
ΔE to the lowest compared entry with this formula, charge and spin ... 406.3 kJ/mol
Total energy ... -325.7828 hartree
HOMO ... -9.67 eV
Multiplicity ... 1

Last column: natural (NBO) charge in e.
Cartesian coordinates (Å):
C: -1.1770 1.1507 -0.6549  -0.6191
C: 0.0400 1.0105 0.2253  -0.0902
N: -0.3001 0.4397 1.5255  -0.5372
C: 0.6174 -0.3442 1.8254  0.8284
O: 1.1533 -1.0046 2.6229  -0.4800
C: 1.1171 0.0080 -0.1911  -0.3002
C: 0.8694 -1.0155 -1.0408  -0.3183
H: -1.6456 0.1859 -0.8532  0.2167
H: -0.8959 1.6041 -1.6077  0.2119
H: -1.9154 1.7983 -0.1717  0.2272
H: 0.4582 2.0045 0.4062  0.1968
H: -1.1552 -1.4598 0.8031  0.0241
H: 2.1673 0.2816 -0.0514  0.2574
H: 1.5410 -1.8650 -1.1216  0.2053
H: 0.1445 -0.9572 -1.8542  0.2066
H: -1.0189 -1.8372 0.1381  -0.0295

Atomic forces in eV per Å
-0.1 0.0 -0.3
0.3 0.3 -0.6
0.7 0.4 -0.5
-1.7 0.0 3.8
1.1 -0.7 -0.9
-0.1 0.4 -2.9
0.9 0.7 -0.3
0.0 0.1 0.0
0.0 0.0 0.0
0.1 -0.1 0.0
0.1 0.0 -0.2
-0.1 -0.9 -1.1
-0.3 -0.5 1.2
0.3 0.3 -0.1
-0.7 -0.3 0.9
-0.5 0.2 1.1

Entry 6:
Molecular formula: C5H9NO
Method: DFT, the ωB97M-V functional and the def2-TZVPD basis

Summary:
LUMO level (alpha / beta) ... 0.6936 / 0.8349 eV
ΔE to the lowest compared entry with this formula, charge and spin ... 641.4 kJ/mol
Total energy ... -325.6933 hartree
HOMO (alpha / beta) ... -6.85 / -7.45 eV
Multiplicity ... 1

Last column: natural (NBO) charge in e.
Cartesian coordinates (Å):
C: -2.1780 -0.1510 0.5811  -0.0391
C: -0.4622 -0.7753 -0.8713  -0.3195
C: 0.5551 0.2460 -0.3107  0.3273
C: 0.0061 1.6202 0.1968  -0.6697
C: 2.3819 -1.1098 -0.0734  -0.2717
N: -1.7408 -0.6417 -0.4912  -0.4040
O: 1.7546 0.0299 0.0109  -0.3491
H: -3.2026 0.0906 0.5948  0.1635
H: -0.3628 -0.5791 -2.0285  0.2145
H: -0.0061 -1.7333 -0.7414  0.2384
H: 0.2165 1.8133 1.2052  0.2125
H: -1.0819 1.6324 0.0927  0.2181
H: 0.4542 2.4148 -0.3107  0.2197
H: 1.9945 -2.1181 0.1410  0.1587
H: -1.7204 0.2915 1.5637  0.1481
H: 3.3919 -1.0302 0.4411  0.1523

Atomic forces in eV per Å
0.6 0.9 1.5
5.3 1.5 -2.5
-4.3 2.4 0.9
-0.4 -2.3 -1.4
4.0 -2.0 1.3
-3.3 0.2 1.0
0.8 -0.2 0.4
-1.6 -0.3 0.1
-0.4 -0.6 1.7
-0.2 -1.0 0.1
0.4 -0.2 1.7
0.6 0.5 -0.3
0.6 1.4 -1.2
-1.0 0.8 -0.5
0.3 -1.2 -1.8
-1.2 0.2 -1.0

Entry 7:
Molecular formula: C5H9NO
Method: DFT, the ωB97M-V functional and the def2-TZVPD basis

Summary:
LUMO level ... 0.7120 eV
ΔE to the lowest compared entry with this formula, charge and spin ... 493.9 kJ/mol
Total energy ... -325.7494 hartree
HOMO ... -7.48 eV
Multiplicity ... 1

Last column: natural (NBO) charge in e.
Cartesian coordinates (Å):
C: 1.5498 0.1332 -1.8535  -0.4178
N: 0.8301 0.4390 -0.6174  -0.4399
C: 1.1482 -0.5596 0.4260  -0.2900
C: -0.1737 -0.5724 -0.3645  -0.2255
C: -0.9801 -0.2509 0.7318  0.5090
O: -1.6708 -1.2289 1.3287  -0.6407
C: -1.2532 1.1039 1.2855  -0.6825
H: 2.5075 0.6591 -1.8372  0.2052
H: 0.9710 0.4854 -2.7146  0.1903
H: 1.7560 -0.9442 -1.9578  0.1826
H: -1.3969 -2.0780 0.9479  0.4933
H: 1.1265 -0.1051 1.4312  0.1691
H: -0.3876 -1.3981 -1.0456  0.2138
H: -1.3343 1.0622 2.3752  0.2309
H: -0.4755 1.8001 0.9716  0.2650
H: -2.2169 1.4542 0.8926  0.2370

Atomic forces in eV per Å
0.1 0.0 -0.2
0.0 -0.1 0.0
0.2 0.1 0.2
-0.3 -0.1 -0.1
0.0 0.1 0.0
0.1 -0.1 -0.1
0.1 0.0 0.0
-0.1 -0.1 0.0
0.1 0.0 0.1
0.0 0.1 0.0
-0.1 0.0 0.1
-0.1 0.0 -0.1
0.1 0.1 0.1
0.1 0.0 -0.2
-0.1 -0.1 0.0
0.1 -0.1 0.0

Entry 8:
Molecular formula: C5H9NO
Method: DFT, the ωB97M-V functional and the def2-TZVPD basis

Summary:
LUMO level ... 0.7061 eV
ΔE to the lowest compared entry with this formula, charge and spin ... 467.7 kJ/mol
Total energy ... -325.7594 hartree
HOMO ... -8.21 eV
Multiplicity ... 1

Last column: natural (NBO) charge in e.
Cartesian coordinates (Å):
C: 1.0094 -0.9897 1.6088  -0.6909
C: 0.7914 0.1879 0.7239  0.4283
C: 1.4164 1.3641 0.7755  -0.5985
O: 0.4931 -0.3568 -0.8606  -0.7308
H: 0.9336 0.2654 -1.4634  0.4883
H: 0.6661 -1.9018 1.1230  0.2386
H: 2.0704 -1.1010 1.8387  0.2260
H: 0.4368 -0.8674 2.5286  0.2417
H: 1.2520 2.1571 0.0598  0.2108
H: 2.0156 1.5962 1.6453  0.2266
C: -2.0059 -0.1094 -1.7843  -0.6951
C: -1.2223 -0.0443 -0.5372  0.4190
N: -1.2573 0.1841 0.6399  -0.4841
H: -1.6174 0.5985 -2.5198  0.2295
H: -3.0462 0.1264 -1.5630  0.2511
H: -1.9357 -1.1094 -2.2152  0.2396

Atomic forces in eV per Å
-0.2 -0.1 0.0
1.3 -0.6 -1.9
-0.4 -0.3 -0.1
0.9 0.8 1.5
0.1 0.0 0.2
0.0 0.1 0.0
0.0 0.0 0.0
0.0 0.0 0.0
0.0 -0.1 -0.1
-0.1 0.0 0.1
0.4 -0.3 -0.3
-1.5 0.8 2.3
-0.5 -0.4 -1.6
-0.1 0.0 0.0
0.1 0.0 0.0
-0.1 0.0 0.0